Density functional theory data (wB97M-V/def2-TZVPD) for an isolated ion of composition C3H5N2S and charge +1 in a non-equilibrium geometry.

- net charge = +1
- energy relative to the best compared isomer or geometry (same formula, charge and spin) (eV) = 1.966
- multiplicity = 1
- E_HOMO (eV) = -15.36
- E_tot (eV) = -16998.2984

Cartesian coordinates (Å):
C: -0.04 0.33 -1.92
C: 0.95 -0.92 -0.19
C: -0.57 0.34 1.48
N: -0.41 0.81 -0.81
N: 0.02 0.19 0.20
S: 0.99 -1.07 -1.88
H: -0.15 0.81 -2.86
H: 1.35 -1.66 0.50
H: -0.63 -0.76 1.73
H: 0.03 0.95 2.21
H: -1.53 0.99 1.54